# 1
This record from OMol25 describes C24H19BN5PtS2 as an isolated structure. The level of theory is ωB97M-V with the def2-TZVPD basis set.

Properties
net charge = +1
orbital gap (spin up / spin down) = 6.76 / 5.92 eV
2S+1 = 3

Geometry (Å):
Pt (0.21, 0.34, -2.01)
S (-2.13, -6.20, -0.51)
C (-1.85, -7.32, -1.76)
C (-1.21, -6.76, -2.83)
C (-0.93, -5.40, -2.64)
C (-1.37, -4.92, -1.43)
C (-1.31, -3.60, -0.88)
C (-0.78, -2.49, -1.58)
N (-0.71, -1.27, -1.08)
C (-1.17, -1.05, 0.17)
C (-1.74, -2.08, 0.95)
C (-2.22, -1.80, 2.27)
C (-2.14, -0.55, 2.79)
C (-1.55, 0.51, 2.05)
C (-1.39, 1.80, 2.56)
C (-0.78, 2.79, 1.79)
C (-0.33, 2.42, 0.51)
N (-0.48, 1.22, 0.02)
C (-1.07, 0.25, 0.74)
C (-0.60, 4.13, 2.27)
C (-1.01, 4.67, 3.47)
C (-0.70, 6.03, 3.59)
C (-0.06, 6.52, 2.50)
S (0.18, 5.34, 1.29)
C (-1.80, -3.36, 0.40)
H (-2.17, -8.34, -1.64)
H (-0.95, -7.31, -3.71)
H (-0.43, -4.80, -3.38)
H (-0.41, -2.63, -2.59)
H (-2.66, -2.61, 2.83)
H (-2.49, -0.34, 3.79)
H (-1.74, 2.02, 3.55)
H (0.16, 3.15, -0.12)
H (-1.52, 4.11, 4.24)
H (-0.94, 6.62, 4.46)
H (0.29, 7.53, 2.33)
H (-2.22, -4.17, 0.98)
B (1.99, 4.25, -3.47)
C (1.32, 2.91, -3.22)
N (0.87, 1.86, -3.01)
H (3.08, 4.14, -2.99)
H (1.49, 5.15, -2.86)
H (1.90, 4.55, -4.62)
N (2.47, -1.05, 0.10)
C (3.77, -1.10, 0.44)
C (4.45, -0.36, -0.49)
C (3.47, 0.11, -1.37)
N (2.28, -0.32, -1.00)
H (1.70, -1.48, 0.58)
H (4.12, -1.65, 1.29)
H (5.51, -0.19, -0.55)
H (3.58, 0.73, -2.24)

---

# 2
This record from OMol25 describes C24H19BrCl2N2O6PTi as an isolated structure. The level of theory is ωB97M-V with the def2-TZVPD basis set.

Properties
net charge = -1
orbital gap (spin up / spin down) = 3.76 / 6.45 eV
2S+1 = 3

Geometry (Å):
Ti (1.44, -1.03, 0.97)
O (3.54, 2.06, 1.32)
Cl (2.95, 1.19, 0.23)
O (1.61, 1.95, -0.27)
O (0.48, 0.29, 2.07)
O (0.82, -0.29, -0.73)
Br (0.59, -2.80, -2.20)
C (1.82, -3.45, -0.89)
C (2.23, -4.75, -1.02)
C (3.15, -5.26, -0.09)
C (3.64, -4.39, 0.88)
C (3.18, -3.09, 0.93)
N (2.22, -2.58, 0.06)
C (3.67, -2.10, 1.92)
O (4.59, -2.34, 2.68)
O (3.04, -0.96, 1.84)
H (1.84, -5.36, -1.81)
H (3.46, -6.29, -0.13)
H (4.37, -4.69, 1.61)
N (-1.06, -1.69, 0.59)
C (-1.89, -1.26, -0.46)
C (-2.87, -2.10, -1.00)
C (-3.70, -1.63, -2.00)
C (-3.54, -0.35, -2.49)
C (-2.53, 0.46, -2.00)
C (-1.70, 0.03, -0.97)
P (-0.09, 0.89, -0.47)
C (-0.32, 2.36, -1.52)
C (-1.11, 3.39, -1.03)
C (-1.27, 4.55, -1.77)
C (-0.63, 4.68, -2.99)
C (0.17, 3.65, -3.48)
C (0.32, 2.49, -2.75)
C (-0.45, 1.17, 1.33)
C (0.56, 1.69, 2.30)
C (0.07, 2.17, 3.60)
C (-1.24, 2.00, 3.95)
C (-2.19, 1.50, 3.04)
C (-1.83, 1.16, 1.75)
H (-1.14, -2.68, 0.79)
H (-1.23, -1.19, 1.47)
H (-2.97, -3.11, -0.63)
H (-4.47, -2.27, -2.40)
H (-4.19, 0.02, -3.28)
H (-2.38, 1.44, -2.43)
H (-1.60, 3.27, -0.08)
H (-1.88, 5.35, -1.40)
H (-0.74, 5.59, -3.57)
H (0.67, 3.76, -4.43)
H (0.93, 1.67, -3.10)
H (1.48, 2.17, 1.96)
H (0.78, 2.65, 4.24)
H (-1.58, 2.34, 4.92)
H (-3.22, 1.44, 3.33)
H (-2.58, 0.91, 1.02)
Cl (0.74, -2.58, 2.60)

---

# 3
This record from OMol25 describes C24H19BrN6OSTe4Zr as an isolated structure. The level of theory is ωB97M-V with the def2-TZVPD basis set.

Properties
orbital gap = 3.68 eV

Geometry (Å):
Zr (-0.86, 0.24, -0.37)
C (1.94, -3.26, -0.50)
C (0.86, -2.33, -0.06)
N (0.93, -1.06, -0.24)
N (2.07, -0.57, -0.91)
C (1.82, -0.25, -2.14)
N (2.80, 0.33, -2.89)
S (0.22, -0.52, -2.78)
C (-0.36, -2.82, 0.59)
C (-0.41, -4.08, 1.18)
C (-1.56, -4.49, 1.83)
C (-2.63, -3.61, 1.85)
C (-2.51, -2.38, 1.25)
N (-1.41, -1.97, 0.60)
H (2.40, -2.87, -1.40)
H (1.55, -4.25, -0.70)
H (2.72, -3.32, 0.26)
H (3.74, 0.30, -2.52)
H (2.70, 0.28, -3.89)
H (0.46, -4.71, 1.13)
H (-1.62, -5.45, 2.30)
H (-3.57, -3.87, 2.34)
H (-3.35, -1.70, 1.22)
Br (2.08, 4.40, -5.61)
C (0.98, 3.57, -4.31)
C (-0.31, 3.14, -4.67)
C (-1.12, 2.54, -3.74)
C (-0.66, 2.32, -2.43)
O (-1.45, 1.76, -1.55)
C (0.65, 2.75, -2.07)
C (1.18, 2.51, -0.78)
N (0.54, 1.81, 0.12)
C (1.05, 1.53, 1.40)
C (2.34, 1.73, 1.82)
C (2.73, 1.46, 3.14)
C (1.82, 1.02, 4.05)
C (0.48, 0.79, 3.66)
C (-0.52, 0.38, 4.57)
C (-1.80, 0.22, 4.13)
C (-2.08, 0.39, 2.76)
N (-1.17, 0.72, 1.88)
C (0.10, 0.99, 2.32)
C (1.45, 3.39, -3.04)
H (-0.66, 3.28, -5.68)
H (-2.12, 2.20, -4.00)
H (2.15, 2.95, -0.57)
H (3.07, 2.11, 1.11)
H (3.76, 1.62, 3.43)
H (2.11, 0.85, 5.08)
H (-0.26, 0.23, 5.61)
H (-2.60, -0.06, 4.80)
H (-3.09, 0.24, 2.39)
H (2.45, 3.71, -2.78)
Te (-2.49, -0.98, -2.19)
Te (-4.34, -1.79, -3.92)
Te (-6.40, 0.10, -0.68)
Te (-3.78, 0.47, -0.36)

---

# 4
This record from OMol25 describes C24H19Cl3F5O2S4SbSeTc as an isolated structure. The level of theory is ωB97M-V with the def2-TZVPD basis set.

Properties
net charge = +1
orbital gap (spin up / spin down) = 4.87 / 4.88 eV

Geometry (Å):
Tc (0.03, -0.34, 1.00)
Cl (-2.87, 0.40, 7.83)
C (-2.17, 0.02, 6.30)
C (-2.26, 0.95, 5.27)
C (-1.67, 0.62, 4.07)
Cl (-1.73, 1.69, 2.70)
C (-1.01, -0.58, 3.89)
O (-0.45, -0.81, 2.68)
C (-0.96, -1.51, 4.91)
Cl (-0.21, -3.03, 4.66)
C (-1.54, -1.20, 6.13)
H (-2.77, 1.89, 5.40)
H (-1.50, -1.92, 6.94)
S (2.66, -2.00, 2.67)
Sb (4.45, -1.60, 0.58)
S (2.67, -0.27, 3.57)
S (1.74, -1.88, 0.74)
S (4.86, 0.45, 1.08)
C (0.99, -1.46, -2.79)
C (0.43, -0.11, -3.23)
C (-1.08, -0.01, -2.97)
C (1.20, 1.04, -2.65)
C (2.04, 1.77, -3.48)
C (2.71, 2.90, -3.03)
C (2.48, 3.36, -1.74)
C (1.67, 2.67, -0.86)
C (1.28, 3.35, 0.44)
C (-0.19, 3.78, 0.37)
C (1.57, 2.58, 1.72)
C (1.12, 1.47, -1.33)
O (0.47, 0.64, -0.40)
H (0.57, -2.26, -3.40)
H (0.74, -1.68, -1.75)
H (2.07, -1.49, -2.89)
H (0.57, -0.05, -4.31)
H (-1.33, -0.21, -1.93)
H (-1.61, -0.73, -3.59)
H (-1.45, 0.99, -3.23)
H (2.15, 1.45, -4.51)
H (3.37, 3.44, -3.69)
H (2.93, 4.29, -1.42)
H (1.89, 4.26, 0.49)
H (-0.84, 2.91, 0.29)
H (-0.37, 4.40, -0.51)
H (-0.47, 4.35, 1.25)
H (0.91, 1.72, 1.86)
H (1.40, 3.22, 2.59)
H (2.59, 2.21, 1.77)
F (-2.83, -4.08, -4.82)
C (-2.47, -3.70, -3.60)
C (-3.16, -2.67, -2.97)
F (-4.16, -2.07, -3.59)
C (-2.78, -2.29, -1.69)
F (-3.45, -1.30, -1.11)
C (-1.72, -2.91, -1.03)
Se (-1.33, -2.54, 0.76)
C (-1.03, -3.92, -1.71)
F (0.01, -4.53, -1.15)
C (-1.41, -4.33, -2.97)
F (-0.75, -5.29, -3.60)

---

# 5
This record from OMol25 describes C24H19N12OSSr as an isolated structure. The level of theory is ωB97M-V with the def2-TZVPD basis set.

Properties
net charge = -2
orbital gap (spin up / spin down) = 3.51 / 6.25 eV
2S+1 = 2

Geometry (Å):
Sr (0.86, 0.40, 0.63)
N (2.56, -0.21, 3.88)
C (1.30, -0.74, 3.75)
N (0.76, -1.48, 4.71)
N (-0.46, -1.76, 4.27)
N (-0.65, -1.22, 3.12)
N (0.45, -0.55, 2.74)
C (3.34, 0.32, 2.88)
N (4.65, 0.52, 3.05)
N (5.05, 1.11, 1.92)
N (4.05, 1.25, 1.12)
N (2.94, 0.77, 1.69)
H (3.08, -0.56, 4.67)
N (0.28, 3.90, 0.60)
C (-0.93, 3.38, 0.90)
N (-1.17, 2.14, 1.12)
C (-2.46, 1.89, 1.43)
C (-3.01, 0.65, 1.76)
C (-4.35, 0.57, 2.06)
C (-5.17, 1.70, 2.04)
C (-4.65, 2.95, 1.72)
C (-3.31, 3.03, 1.43)
S (-2.37, 4.45, 1.01)
H (0.82, 3.24, 0.02)
H (0.27, 4.84, 0.24)
H (-2.36, -0.21, 1.81)
H (-4.78, -0.39, 2.32)
H (-6.22, 1.61, 2.29)
H (-5.28, 3.83, 1.69)
C (4.10, -4.29, -1.59)
C (4.26, -3.06, -0.94)
C (3.17, -2.27, -0.67)
C (1.86, -2.67, -1.01)
C (0.75, -1.83, -0.69)
C (-0.48, -2.32, -1.10)
C (-0.66, -3.54, -1.78)
C (0.42, -4.33, -2.06)
C (1.71, -3.92, -1.68)
C (2.85, -4.71, -1.95)
H (4.97, -4.91, -1.79)
H (5.25, -2.73, -0.66)
H (3.30, -1.31, -0.18)
H (-1.39, -1.75, -0.90)
H (-1.65, -3.85, -2.07)
H (0.30, -5.28, -2.58)
H (2.71, -5.66, -2.46)
O (0.73, 1.94, -1.26)
N (-0.24, 1.93, -2.15)
C (-0.60, 0.76, -2.76)
C (-1.60, 0.72, -3.67)
C (-2.30, 1.90, -4.03)
C (-1.90, 3.09, -3.41)
C (-0.89, 3.09, -2.49)
H (-0.03, -0.10, -2.45)
H (-1.85, -0.22, -4.14)
H (-3.11, 1.88, -4.74)
H (-2.39, 4.02, -3.65)
H (-0.54, 3.98, -2.00)

---

# 6
This record from OMol25 describes C24H19N3O4PdSTe as an isolated structure. The level of theory is ωB97M-V with the def2-TZVPD basis set.

Properties
orbital gap = 7.37 eV

Geometry (Å):
Pd (-0.76, 0.14, 0.37)
O (1.20, -0.40, -0.15)
C (2.09, 0.46, -0.18)
C (1.94, 1.89, -0.12)
C (3.16, 2.60, -0.08)
C (3.17, 3.97, -0.08)
C (1.97, 4.70, -0.13)
C (0.78, 4.04, -0.18)
C (0.70, 2.61, -0.16)
O (-0.47, 2.08, -0.21)
N (4.44, 4.69, -0.03)
O (5.46, 4.03, -0.01)
O (4.40, 5.90, -0.05)
H (3.11, 0.09, -0.28)
H (4.10, 2.07, -0.05)
H (2.01, 5.77, -0.13)
H (-0.16, 4.58, -0.23)
Te (-2.89, 0.68, 1.58)
C (-3.74, 2.10, 0.30)
C (-3.45, 2.13, -1.06)
C (-4.06, 3.08, -1.86)
C (-4.94, 4.00, -1.31)
C (-5.21, 3.99, 0.04)
C (-4.61, 3.04, 0.86)
C (-4.19, -0.89, 1.11)
C (-4.45, -1.25, -0.20)
C (-5.33, -2.29, -0.46)
C (-5.94, -2.97, 0.58)
C (-5.67, -2.61, 1.89)
C (-4.80, -1.56, 2.16)
H (-2.74, 1.44, -1.48)
H (-3.84, 3.11, -2.92)
H (-5.40, 4.75, -1.95)
H (-5.88, 4.71, 0.47)
H (-4.82, 3.03, 1.92)
H (-3.97, -0.72, -1.02)
H (-5.54, -2.57, -1.49)
H (-6.62, -3.78, 0.37)
H (-6.14, -3.14, 2.71)
H (-4.59, -1.29, 3.19)
C (-2.60, -6.13, 0.50)
C (-2.15, -4.74, 0.16)
C (-2.12, -4.28, -1.16)
C (-1.75, -2.97, -1.34)
N (-1.43, -2.17, -0.32)
C (-1.46, -2.71, 0.91)
S (-0.98, -1.62, 2.18)
N (-1.81, -3.97, 1.19)
H (-2.39, -6.83, -0.32)
H (-3.67, -6.13, 0.68)
H (-2.10, -6.47, 1.40)
H (-2.38, -4.92, -1.99)
H (-1.70, -2.53, -2.33)